{
  "formula": "C54H137N7O18",
  "method": "wB97M-V/def2-TZVPD",
  "e_above_lowest_kj_mol": 730.5,
  "total_charge": 0,
  "e_homo_ev": -8.408,
  "smiles": "COCCNCCOC.COCCNCCOC.COCCNCCOC.COCCNCCOC.COCCNCCOC.COCCNCCOC.COCCNCCOC.CC(C)O.CC(C)O.CC(C)O.CC(C)O",
  "orbital_gap_ev": 8.7,
  "symbols": ["C", "O", "C", "C", "N", "C", "C", "O", "C", "H", "H", "H", "H", "H", "H", "H", "H", "H", "H", "H", "H", "H", "H", "H", "C", "O", "C", "C", "N", "C", "C", "O", "C", "H", "H", "H", "H", "H", "H", "H", "H", "H", "H", "H", "H", "H", "H", "H", "C", "O", "C", "C", "N", "C", "C", "O", "C", "H", "H", "H", "H", "H", "H", "H", "H", "H", "H", "H", "H", "H", "H", "H", "C", "O", "C", "C", "N", "C", "C", "O", "C", "H", "H", "H", "H", "H", "H", "H", "H", "H", "H", "H", "H", "H", "H", "H", "C", "O", "C", "C", "N", "C", "C", "O", "C", "H", "H", "H", "H", "H", "H", "H", "H", "H", "H", "H", "H", "H", "H", "H", "C", "O", "C", "C", "N", "C", "C", "O", "C", "H", "H", "H", "H", "H", "H", "H", "H", "H", "H", "H", "H", "H", "H", "H", "C", "O", "C", "C", "N", "C", "C", "O", "C", "H", "H", "H", "H", "H", "H", "H", "H", "H", "H", "H", "H", "H", "H", "H", "C", "C", "C", "O", "H", "H", "H", "H", "H", "H", "H", "H", "C", "C", "C", "O", "H", "H", "H", "H", "H", "H", "H", "H", "C", "C", "C", "O", "H", "H", "H", "H", "H", "H", "H", "H", "C", "C", "C", "O", "H", "H", "H", "H", "H", "H", "H", "H"],
  "coordinates": [[-6.04187, 5.02210, -0.66413], [-7.12580, 4.11149, -0.47619], [-7.57481, 3.60202, -1.69945], [-8.19613, 2.21932, -1.47531], [-7.18018, 1.13558, -1.18344], [-7.66961, -0.21728, -0.98540], [-8.66626, -0.42199, 0.16107], [-8.28340, 0.38920, 1.34180], [-9.28534, 0.76729, 2.21255], [-6.09241, 5.86482, 0.02535], [-6.08522, 5.38320, -1.69167], [-5.02363, 4.71139, -0.43016], [-6.78244, 3.61012, -2.44790], [-8.49449, 4.10007, -2.00642], [-8.90894, 1.94245, -2.25206], [-8.81930, 2.24239, -0.58132], [-6.76168, 1.37377, -0.29562], [-6.76885, -0.80393, -0.80495], [-8.09687, -0.65738, -1.88644], [-8.75160, -1.48333, 0.39422], [-9.66761, -0.11521, -0.14107], [-9.98175, 1.44008, 1.71209], [-8.86678, 1.30807, 3.06135], [-9.69384, -0.07827, 2.76594], [8.72611, 3.68088, 1.09623], [9.49228, 4.51292, 2.07444], [9.80132, 3.84053, 3.31732], [10.79234, 4.75110, 4.00106], [11.29353, 4.18147, 5.27283], [10.41615, 4.29940, 6.43712], [10.93298, 3.82660, 7.81186], [12.11787, 4.47237, 8.28476], [12.47705, 3.92058, 9.50737], [9.28066, 2.81959, 0.72372], [8.45363, 4.34121, 0.27293], [7.78700, 3.36901, 1.55330], [10.33737, 2.93784, 3.02424], [8.81527, 3.61044, 3.72090], [10.46864, 5.79154, 4.02919], [11.69713, 4.76869, 3.39350], [12.17918, 4.61616, 5.48907], [9.63608, 3.63824, 6.05969], [10.02065, 5.31150, 6.52264], [11.03953, 2.74314, 7.86536], [10.04525, 4.01516, 8.41559], [13.03355, 3.00950, 9.28751], [11.57457, 3.90924, 10.11850], [13.22478, 4.48466, 10.06488], [-8.72904, -7.20760, -2.25670], [-9.56890, -7.14633, -1.04110], [-8.93017, -7.60130, 0.10959], [-7.54315, -6.97594, 0.45490], [-7.69386, -5.56346, 0.60692], [-6.38510, -4.93638, 0.92505], [-6.48705, -3.37917, 0.89171], [-5.26348, -2.80195, 1.28163], [-5.34862, -1.53977, 1.94566], [-9.48160, -7.18721, -3.04495], [-7.97748, -7.98946, -2.36601], [-8.13669, -6.29374, -2.30247], [-8.75354, -8.66236, -0.06664], [-9.59441, -7.60217, 0.97382], [-6.82446, -7.24339, -0.31974], [-7.26620, -7.44289, 1.40007], [-8.13251, -5.40820, -0.28950], [-5.71146, -5.15223, 0.09576], [-6.05871, -5.22917, 1.92297], [-7.24757, -3.20521, 1.65293], [-6.85466, -2.90329, -0.01741], [-5.07655, -0.74490, 1.25121], [-4.68183, -1.63103, 2.80308], [-6.31373, -1.27862, 2.37978], [-3.48931, 1.14976, -1.11690], [-2.32211, 0.76502, -1.73846], [-1.21944, 0.75443, -0.88334], [-0.54138, 2.18920, -0.73863], [0.89543, 2.13964, -0.21504], [2.07749, 1.59921, -1.01921], [3.42129, 1.75643, -0.20700], [4.50881, 1.34087, -1.09686], [5.74300, 0.88709, -0.46075], [-4.31597, 1.32280, -1.80596], [-3.42973, 2.02524, -0.47030], [-3.95186, 0.33159, -0.56486], [-0.43930, 0.19496, -1.39956], [-1.36249, 0.36206, 0.12348], [-1.12318, 2.84439, -0.09029], [-0.79817, 2.57274, -1.72607], [0.83833, 1.68508, 0.68508], [1.95011, 2.47688, -1.65289], [2.03362, 0.62737, -1.51084], [3.40841, 1.13212, 0.68640], [3.63977, 2.76375, 0.14751], [6.17006, 1.66529, 0.17179], [6.50624, 0.68394, -1.21195], [5.73550, 0.01179, 0.18878], [-7.93659, -9.05513, -4.99419], [-6.88429, -8.14186, -4.91068], [-6.69349, -7.34622, -6.02892], [-5.39541, -6.53273, -5.86429], [-5.51134, -5.35543, -4.93262], [-5.06508, -5.70190, -3.61898], [-5.01896, -4.48804, -2.66579], [-3.98105, -3.57731, -3.06228], [-3.49217, -2.64516, -2.10433], [-7.89278, -9.75097, -5.83203], [-8.90836, -8.58905, -5.15707], [-7.77679, -9.71316, -4.14004], [-7.65061, -6.87708, -6.25682], [-6.54415, -7.95606, -6.91992], [-5.19475, -6.14900, -6.86458], [-4.56612, -7.13356, -5.49094], [-4.81644, -4.67672, -5.20930], [-4.11010, -6.21346, -3.49889], [-5.82025, -6.28920, -3.09659], [-4.86187, -4.88360, -1.66232], [-5.90380, -3.85317, -2.71153], [-2.41349, -2.65322, -2.26081], [-3.72067, -3.06897, -1.12643], [-4.16750, -1.79911, -2.23169], [12.47815, 0.46727, 3.30523], [11.82701, -0.31898, 2.34519], [11.06033, 0.34194, 1.36715], [10.46705, -0.62771, 0.34825], [9.21749, -1.15328, 0.84660], [8.56272, -1.99503, -0.16080], [7.49236, -3.04060, 0.35184], [6.93320, -3.85031, -0.66581], [7.70722, -4.42259, -1.65478], [11.99808, 1.38888, 3.63428], [13.45273, 0.78391, 2.93369], [12.59349, -0.26010, 4.10879], [11.55705, 1.09563, 0.75615], [10.30225, 0.94176, 1.87077], [11.17736, -1.35794, -0.03945], [10.12252, 0.05442, -0.42899], [9.57265, -1.44947, 1.74451], [9.25761, -2.57687, -0.76636], [8.04174, -1.44604, -0.94520], [6.70451, -2.49765, 0.87395], [7.94197, -3.82507, 0.96059], [8.19932, -3.67803, -2.28054], [7.10958, -5.02949, -2.33492], [8.44562, -5.07249, -1.18520], [-3.36846, 8.60513, 0.04502], [-2.20837, 7.77477, 0.03693], [-2.17429, 7.00258, 1.25442], [-0.83214, 6.20535, 1.39186], [0.33186, 7.03109, 1.65148], [1.53390, 6.26214, 1.60001], [1.89744, 5.47955, 0.27510], [1.49744, 6.28424, -0.89123], [1.64784, 5.57634, -2.06189], [-4.33561, 8.10412, 0.08635], [-3.51299, 9.36594, -0.72204], [-3.26685, 9.03925, 1.03966], [-3.02978, 6.33871, 1.37899], [-2.19649, 7.51424, 2.21661], [-0.76607, 5.66302, 0.44866], [-0.76470, 5.36805, 2.08647], [0.43498, 7.44733, 0.73703], [1.57085, 5.66324, 2.50999], [2.34883, 6.94294, 1.84597], [1.41842, 4.50171, 0.22546], [2.95359, 5.22078, 0.19975], [0.69105, 5.08581, -2.24088], [2.30110, 4.70380, -2.05982], [1.85626, 6.10742, -2.99066], [2.57568, 0.52639, 4.53701], [1.83906, 1.49216, 3.54684], [2.62974, 2.76987, 3.10076], [1.45854, 0.62478, 2.42182], [3.03836, 1.13746, 5.31200], [3.38285, 0.05702, 3.97464], [1.80331, -0.07116, 5.02124], [0.89724, 1.78834, 4.00876], [2.55621, 3.59768, 3.80604], [2.17568, 3.12146, 2.17431], [3.69190, 2.62262, 2.90521], [0.94814, -0.10052, 2.78929], [3.81661, -1.43764, -3.31498], [2.54091, -2.01543, -3.83565], [1.54685, -2.56841, -2.75344], [1.74749, -0.96973, -4.33735], [3.72051, -0.66457, -2.55259], [4.35300, -0.87294, -4.07755], [4.35841, -2.19176, -2.74415], [2.90544, -2.83598, -4.45365], [0.73388, -3.11734, -3.22868], [1.18496, -1.85963, -2.00861], [2.10633, -3.30987, -2.18307], [2.17301, -0.75806, -5.17145], [1.14859, -2.84299, 2.12038], [-0.18606, -3.58898, 2.27334], [-1.30883, -3.16860, 1.27040], [0.08271, -4.98380, 2.08142], [1.43887, -2.90466, 1.07155], [1.86243, -3.03717, 2.92090], [0.95301, -1.80617, 2.39395], [-0.41750, -3.43950, 3.32794], [-1.36051, -2.08376, 1.17794], [-2.26121, -3.47115, 1.70575], [-1.18232, -3.64876, 0.30007], [1.04034, -5.03327, 2.12732], [-4.46538, 0.44805, -4.96352], [-5.56235, 1.45818, -4.69152], [-5.73894, 2.54738, -5.81385], [-6.67971, 0.75907, -4.23191], [-4.50511, 0.18242, -6.01991], [-4.55659, -0.44661, -4.34760], [-3.48160, 0.78155, -4.63325], [-5.40472, 1.98536, -3.75060], [-5.14543, 3.42435, -5.55547], [-6.77980, 2.79005, -6.02792], [-5.37256, 2.30559, -6.81155], [-6.92334, 1.04461, -3.34833]],
  "mulliken_charge": [-0.6513, -0.3803, -0.0932, -0.9534, 0.0775, -0.4478, -0.8207, -0.3282, -0.9089, 0.2809, 0.3960, 0.1822, 0.2480, 0.2003, 0.5015, 0.3348, 0.3934, -0.1557, 0.3870, 0.5523, 0.5554, 0.3361, 0.2557, 0.3281, -0.6432, -0.4211, 0.6085, -0.9488, -0.2172, -0.5141, -0.6099, -0.3551, -0.7021, 0.1449, 0.3748, 0.2789, -0.5117, 0.3517, 0.4231, 0.3457, 0.2282, 0.3020, 0.3047, 0.3840, 0.3631, 0.2779, 0.3081, 0.2602, -0.4612, -0.4835, -0.6632, -0.6130, -0.3193, -0.1775, -0.2958, -0.2084, -0.5437, 0.2352, 0.2953, 0.1640, 0.4238, 0.3993, 0.2747, 0.4115, 0.3036, -0.0007, 0.2995, 0.6323, -0.1201, -0.0450, 0.3082, 0.3063, 0.1637, -0.2027, -0.0787, -1.0987, 0.6440, -0.1609, 0.1890, -0.4361, -0.8634, -0.3155, 0.3534, -0.0487, -0.1455, 0.3142, 0.3136, 0.5587, -0.1772, 0.1139, -0.4733, 0.1349, 0.1375, 0.3587, 0.3223, 0.3546, -0.9438, -0.2035, -0.6611, -0.5873, -0.3716, -0.9088, -0.2893, -0.4640, 0.2871, 0.3862, 0.3606, 0.2769, 0.3967, 0.3813, 0.4439, 0.3182, 0.3138, 0.3084, 0.3733, 0.1515, 0.2769, 0.2233, 0.0080, -0.1919, -0.3924, -0.3618, -0.5352, -0.7356, -0.1715, -0.6460, -0.5846, -0.3445, -0.7276, -0.0084, 0.2474, 0.2561, 0.4518, 0.2170, 0.2998, 0.4327, 0.2679, 0.5524, 0.2740, 0.2597, 0.3878, 0.2708, 0.2128, 0.3597, -0.6698, -0.2418, -0.8026, -0.4654, -0.4295, -1.1710, 0.4575, -0.4547, -0.7629, 0.1641, 0.2668, 0.3611, 0.3989, 0.3816, 0.1539, 0.5076, 0.4023, 0.3447, 0.3641, -0.3417, 0.7572, 0.2428, 0.2626, 0.3388, -1.4555, 0.3876, -0.7309, -0.2605, 0.4142, 0.2838, 0.4267, 0.3102, 0.5103, -0.2635, 0.3479, -0.0783, -0.8190, 0.4142, -0.9992, -0.4708, -0.0827, 0.3394, 0.2787, 0.2786, 0.3917, -0.0068, 0.3917, 0.3229, -0.7085, 0.3889, -0.5941, -0.5512, 0.4904, 0.4694, -0.5491, 0.2653, -0.0422, 0.2188, 0.3564, 0.3466, -1.3433, 1.5850, -1.5608, -0.7356, 0.4472, 0.1891, 0.2606, -0.4893, 0.3320, 0.3792, 0.4067, 0.1736]
}